#w
Below is a 2-piece molecular cluster, C3H10N2S overall, with properties calculated with wB97M-V/def2-TZVPD.

Structure (XYZ):
```
16
Properties=species:S:1:pos:R:3:mulliken_spin:R:1
C -0.605 1.516 2.016 0.025
C -1.297 0.882 0.820 -0.016
S -0.595 1.546 -0.720 0.692
H -0.704 2.605 2.024 -0.001
H 0.470 1.334 1.959 0.001
H -1.036 1.228 2.974 0.005
H -2.360 1.122 0.765 -0.001
H -1.166 -0.201 0.811 0.019
N 0.263 -1.032 -2.061 0.228
C 1.223 -1.675 -1.314 -0.056
N 1.028 -2.403 -0.294 0.151
H -0.611 -1.522 -2.196 -0.013
H 0.608 -0.402 -2.772 -0.010
H 2.260 -1.459 -1.594 -0.003
H 1.889 -2.521 0.236 -0.004
H 0.634 0.982 -0.655 -0.015
```

Summary:
Charge   +1
HOMO-LUMO gap (spin up / spin down)   11.23 / 5.45 eV
Spin multiplicity   2

#x
Below is a 2-piece molecular cluster, C3H10N2S overall, with properties calculated with wB97M-V/def2-TZVPD.

Structure (XYZ):
```
16
Properties=species:S:1:pos:R:3:mulliken_spin:R:1
C 0.915 -0.251 -1.780 0.046
C 2.111 0.705 -1.508 -0.027
S 3.124 0.223 0.006 0.925
H 1.375 -1.241 -1.639 -0.007
H 0.588 -0.129 -2.944 0.010
H -0.005 0.014 -1.214 -0.009
H 1.909 1.690 -1.319 0.013
H 2.839 0.676 -2.305 0.002
N -1.706 0.159 0.821 0.039
C -2.089 -0.480 1.983 -0.010
N -3.196 -1.101 1.986 0.036
H -2.458 0.150 0.126 -0.002
H -1.109 0.836 0.977 -0.001
H -1.407 -0.444 2.956 0.000
H -3.323 -1.626 2.874 -0.001
H 2.431 0.821 0.981 -0.014
```

Summary:
Charge   +1
HOMO-LUMO gap (spin up / spin down)   8.51 / 2.82 eV
Spin multiplicity   2

Result of the stability comparison: #x is the least stable of them.

#w
Below is a 2-piece molecular cluster, C3H7N2OS overall, with properties calculated with wB97M-V/def2-TZVPD.

Structure (XYZ):
```
14
Properties=species:S:1:pos:R:3:lowdin_charge:R:1
C -1.460 -0.644 -0.561 -0.097
C 0.934 -0.741 -0.880 -0.682
C -1.883 0.147 0.535 -0.022
N -0.342 -0.775 -1.098 0.168
N 1.659 0.869 0.634 0.037
O 2.020 -0.548 -1.679 -0.238
S 2.102 -1.946 -0.595 1.100
H -2.184 -1.370 -1.073 0.183
H -1.800 1.230 0.397 0.123
H -2.917 0.113 0.819 0.100
H -1.415 -0.136 1.388 0.070
H 2.567 1.019 0.212 0.044
H 1.586 1.009 1.670 0.085
H 1.130 1.774 0.230 0.129
```

Summary:
Charge   +1
HOMO-LUMO gap   9.01 eV

#x
Below is a 2-piece molecular cluster, C3H7N2OS overall, with properties calculated with wB97M-V/def2-TZVPD.

Structure (XYZ):
```
14
Properties=species:S:1:pos:R:3:lowdin_charge:R:1
C -0.506 1.854 0.273 -0.256
C 2.198 -0.520 -0.355 -0.280
C -2.046 -0.502 -0.389 -0.048
N 1.746 0.670 -0.287 -0.297
N 2.257 -1.606 0.487 0.145
O -2.942 -0.831 0.379 0.050
S 1.087 1.886 0.563 1.071
H -0.953 2.798 0.612 0.052
H -0.935 0.986 -0.269 -0.046
H 2.711 -0.903 -1.341 0.173
H 2.556 -2.453 0.212 0.053
H 1.778 -1.543 1.426 0.150
H -3.799 -1.304 0.089 0.182
H -2.031 -0.940 -1.396 0.051
```

Summary:
Charge   +1
HOMO-LUMO gap   7.45 eV

#y
Below is C3H7N2OS as an isolated structure, with properties calculated with wB97M-V/def2-TZVPD.

Structure (XYZ):
```
14
Properties=species:S:1:pos:R:3:lowdin_charge:R:1
C -1.724 0.010 1.109 -0.058
C 0.382 0.458 0.080 -0.543
C -2.153 -0.337 2.459 -0.017
N -0.515 -0.135 0.741 0.155
N 2.613 -0.040 -2.787 -0.120
O 1.083 1.394 0.151 0.115
S 1.132 -0.722 -1.727 0.674
H -2.463 0.442 0.431 0.156
H -2.591 0.564 2.904 0.114
H -2.959 -1.073 2.449 0.108
H -1.327 -0.686 3.073 0.101
H 3.351 -0.743 -2.690 0.103
H 2.913 0.876 -2.449 0.112
H 2.257 -0.009 -3.745 0.101
```

Summary:
Charge   +1
HOMO-LUMO gap   8.30 eV

#z
Below is an isolated ion of composition C3H7N2OS and charge +1, with properties calculated with wB97M-V/def2-TZVPD.

Structure (XYZ):
```
14
Properties=species:S:1:pos:R:3:lowdin_charge:R:1
C -1.390 -0.103 -0.383 -0.510
C -0.646 1.157 0.216 -0.069
C 1.394 -0.054 0.137 -0.380
N -1.591 -1.176 0.423 0.174
N 0.710 1.044 -0.148 -0.010
O -1.541 -0.093 -1.584 0.100
S 2.976 -0.223 -0.600 0.901
H -0.951 2.107 -0.405 0.191
H -0.662 1.177 1.276 0.120
H 0.989 -0.846 0.724 0.101
H -1.958 -2.030 -0.030 0.146
H 1.139 1.667 -0.793 0.148
H -1.980 -1.138 1.327 0.100
H 3.510 -1.489 -0.161 -0.013
```

Summary:
Charge   +1
HOMO-LUMO gap   8.94 eV

Result of the stability comparison: #x is the least stable of them.

#w
Below is a 2-piece molecular cluster, C4H10O3 overall, with properties calculated with wB97M-V/def2-TZVPD.

Structure (XYZ):
```
17
Properties=species:S:1:pos:R:3:lowdin_charge:R:1
C 3.384 0.248 -0.845 -0.066
O 3.896 -1.085 -0.963 -0.070
C 3.581 -1.889 0.067 -0.354
O 2.929 -1.575 1.033 0.058
H 3.708 0.802 -1.742 0.096
H 3.778 0.763 0.048 0.098
H 2.282 0.263 -0.801 0.098
H 4.018 -2.891 -0.112 0.148
C -0.212 3.148 3.787 -0.105
C 0.383 1.780 3.544 -0.339
O 1.076 1.830 2.293 -0.103
H -0.912 3.410 2.976 0.078
H 0.584 3.911 3.824 0.078
H -0.760 3.165 4.744 0.076
H 1.079 1.512 4.362 0.112
H -0.414 1.013 3.515 0.112
H 1.466 0.946 2.126 0.082
```

Summary:
SMILES   COC=O.CCO
HOMO-LUMO gap   11.02 eV

#x
Below is a 3-piece molecular cluster, C4H10O3 overall, with properties calculated with wB97M-V/def2-TZVPD.

Structure (XYZ):
```
17
Properties=species:S:1:pos:R:3:lowdin_charge:R:1
C 1.846 -0.982 0.287 0.039
C 1.475 0.214 0.820 -0.123
C 0.083 0.524 1.140 -0.355
C -0.501 1.339 1.997 0.086
O -0.681 -0.580 0.634 -0.039
H 1.128 -1.669 0.142 0.015
H 3.021 -1.116 0.263 0.115
H 2.183 1.114 1.012 0.138
H -1.419 1.172 2.509 0.065
H -0.226 2.336 2.239 0.061
H -1.275 -0.720 1.324 0.074
O -2.142 0.270 -1.465 -0.112
H -1.423 0.022 -0.939 -0.077
H -1.816 0.515 -2.468 0.132
O 0.110 -0.798 -2.814 -0.052
H -0.771 -1.231 -2.644 0.068
H 0.407 -0.411 -2.036 -0.037
```

Summary:
SMILES   C=CC(=C)O.O.O
HOMO-LUMO gap   9.57 eV

#y
Below is a 2-piece molecular cluster, C4H10O3 overall, with properties calculated with wB97M-V/def2-TZVPD.

Structure (XYZ):
```
17
Properties=species:S:1:pos:R:3:lowdin_charge:R:1
C 0.901 -1.770 0.777 -0.038
C -0.040 -0.572 0.400 -0.294
O 0.597 0.461 -0.248 0.009
C -0.140 1.499 -0.690 -0.528
C 0.808 2.693 -0.936 0.014
O -1.303 1.568 -0.902 0.141
H 1.558 -1.994 -0.080 0.085
H 0.304 -2.669 1.007 0.081
H 1.531 -1.534 1.651 0.083
H -0.765 -0.992 -0.322 0.098
H -0.587 -0.352 1.337 0.144
H 1.539 2.425 -1.717 0.085
H 1.357 3.056 -0.051 0.086
H 0.172 3.511 -1.315 0.083
O -2.030 -1.596 0.717 -0.121
H -2.717 -1.838 0.055 0.085
H -1.183 -1.895 0.316 -0.011
```

Summary:
SMILES   CCOC(C)=O.O
HOMO-LUMO gap   11.00 eV

#z
Below is a 2-piece molecular cluster, C4H10O3 overall, with properties calculated with wB97M-V/def2-TZVPD.

Structure (XYZ):
```
17
Properties=species:S:1:pos:R:3:lowdin_charge:R:1
O -1.019 -1.505 2.061 0.055
C -0.154 -0.699 1.864 -0.259
C -0.241 0.294 0.723 -0.155
C -1.302 -0.105 -0.304 -0.182
C -1.104 0.380 -1.770 -0.241
O -0.302 1.552 -1.804 -0.077
H 0.789 -0.727 2.428 0.114
H -0.447 1.265 1.179 0.126
H 0.672 0.274 0.118 0.092
H -1.377 -1.198 -0.332 0.110
H -2.307 0.163 0.033 0.111
H -2.120 0.661 -2.041 0.108
H -0.679 -0.431 -2.342 0.112
H 0.104 1.620 -2.672 0.085
O 3.344 -0.255 -0.109 -0.068
H 3.450 -0.248 0.857 0.040
H 2.892 0.595 -0.223 0.030
```

Summary:
SMILES   O=CCCCO.O
HOMO-LUMO gap   10.48 eV

Result of the stability comparison: #x is the least stable of them.

#w
Below is a 3-piece molecular cluster, C4H10O3 overall, with properties calculated with wB97M-V/def2-TZVPD.

Structure (XYZ):
```
17
Properties=species:S:1:pos:R:3:lowdin_charge:R:1
C 1.246 0.762 -1.374 0.051
C 1.486 -0.547 -0.980 -0.098
C 1.231 -0.843 0.472 -0.360
C 1.572 -2.033 1.106 0.016
O 0.351 -0.010 1.215 -0.025
H 1.546 1.364 -0.534 0.060
H 0.892 0.982 -2.377 0.062
H 1.795 -1.396 -1.556 0.089
H 1.900 -1.932 2.108 0.039
H 2.204 -2.607 0.430 0.042
H 0.265 -0.536 2.061 0.114
O -1.072 2.632 0.672 -0.076
H -0.856 3.457 1.163 0.048
H -1.982 2.485 0.970 0.034
O -3.120 -0.564 -0.978 -0.092
H -3.603 -0.028 -1.653 0.046
H -3.854 -1.188 -0.745 0.048
```

Summary:
SMILES   C=CC(=C)O.O.O
HOMO-LUMO gap   8.51 eV

#x
Below is a 2-piece molecular cluster, C4H10O3 overall, with properties calculated with wB97M-V/def2-TZVPD.

Structure (XYZ):
```
17
Properties=species:S:1:pos:R:3:lowdin_charge:R:1
C -0.856 0.758 -2.455 -0.085
C 1.341 0.068 0.787 -0.011
C 0.249 0.084 -1.587 -0.165
C 0.102 -0.137 -0.071 -0.396
O -1.027 -0.141 0.402 0.044
O -0.982 -0.999 2.973 -0.020
O 0.415 -1.364 2.809 -0.293
H -0.546 1.652 -3.046 0.076
H -1.732 1.089 -1.861 0.071
H -1.267 0.049 -3.183 0.064
H 2.177 -0.261 0.288 0.050
H 1.235 1.142 0.925 0.107
H 1.156 -0.503 1.742 0.028
H 1.228 0.647 -1.749 0.129
H 0.523 -0.933 -1.732 0.105
H -1.029 -0.721 1.973 0.122
H -0.986 -0.431 3.785 0.174
```

Summary:
HOMO-LUMO gap   9.24 eV

Result of the stability comparison: #x is the least stable of them.